No. 1
Molecular formula: C2H5ClOS
Method: DFT, ωB97M-V with the def2-TZVPD basis set

The geometry in XYZ format:
```
10
Properties=species:S:1:pos:R:3
O -0.4635 -0.9478 -1.0859
C -0.0960 -0.0678 -0.1520
S -1.6857 0.7599 0.4046
C 0.8566 0.8422 -0.7230
Cl 0.2406 2.2760 -1.6932
H -0.9155 -1.6190 -0.5824
H 0.3353 -0.3893 0.8109
H -1.2962 1.8766 -0.0853
H 1.6292 0.2710 -1.3259
H 1.4143 1.3175 0.0520
```

**E_LUMO**: 0.6 eV
**Structure (SMILES)**: O[C@H](S)CCl

Atom charges from the natural (NBO) analysis, given in e for atoms 1 to 6: -0.68 -0.03 -0.11 -0.38 -0.08 0.47

***

No. 2
Molecular formula: C7H8N4
Method: DFT, ωB97M-V with the def2-TZVPD basis set

The geometry in XYZ format:
```
19
Properties=species:S:1:pos:R:3
C -3.0242 0.1124 -1.0020
C -2.9334 0.9294 0.1311
C 1.9673 0.6563 0.7227
C -2.0793 -0.9195 -0.8270
C -1.9187 0.4698 0.8690
C 3.2285 0.8655 0.1760
C 1.5616 -0.5215 0.1162
N 2.4418 -0.9719 -0.7564
N 3.4748 -0.1542 -0.6555
N -1.4306 -0.7025 0.3351
N -0.5536 -1.5048 0.8636
H -3.6299 0.4927 -1.7638
H -3.3477 1.9320 0.3244
H 1.6153 1.2308 1.5610
H -1.7380 -1.8192 -1.3542
H -1.4262 0.9475 1.7324
H 3.9788 1.5823 0.6021
H 4.1909 -0.1943 -1.2846
H -0.3772 -2.4307 0.2101
```

**E_LUMO (spin up / spin down)**: -0.4 / -0.1 eV

Atom charges from the natural (NBO) analysis, given in e for atoms 1 to 6: -0.27 -0.28 -0.43 -0.08 -0.07 -0.06

***

No. 3
Molecular formula: C30H61IN7O12
Method: DFT, ωB97M-V with the def2-TZVPD basis set

The geometry in XYZ format:
```
111
Properties=species:S:1:pos:R:3
C 5.2006 -0.0244 2.0776
C 5.9105 -1.0109 1.0692
O 5.0156 -1.5312 0.0893
C 5.2048 -0.9776 -1.2067
C 4.1355 0.1272 -1.4930
O 4.7050 1.2700 -2.1542
C 4.9751 2.3040 -1.2150
C 3.7320 3.0977 -0.7748
O 3.0345 3.7416 -1.8630
C 2.0406 2.9538 -2.3996
N 0.7373 3.1205 -1.7083
C 0.5992 4.0146 -0.7537
N -0.6491 3.9544 -0.2484
C -1.2724 2.9978 -0.9806
N -2.5386 2.6652 -0.7882
C -3.2206 3.3603 0.3126
C -2.7619 2.7927 1.6894
O -2.2947 1.7303 1.8098
O -2.9477 3.5882 2.8243
C -1.9120 4.5863 2.8016
C -0.4835 4.1407 3.1569
O -2.2035 5.6687 2.4876
C -3.3390 1.6932 -1.5359
C -3.3002 0.2875 -0.8683
O -1.9733 -0.1460 -0.6333
C -4.1848 -0.6970 -1.6855
N -4.1685 -2.0767 -1.1402
N -0.4265 2.4617 -1.9027
C -0.5143 1.4349 -2.9143
C -0.9668 2.1007 -4.2820
O -1.0879 1.5036 -5.2595
I -1.4309 4.2369 -4.3435
H 5.8485 0.8675 2.1928
H 5.0910 -0.4767 3.0763
H 4.2380 0.2789 1.6331
H 6.2803 -1.8804 1.6471
H 6.7783 -0.4714 0.6494
H 6.2230 -0.5978 -1.4069
H 5.0126 -1.8072 -1.9391
H 3.6189 0.3988 -0.5510
H 3.3529 -0.2901 -2.1615
H 5.3660 1.8064 -0.2935
H 5.7876 2.9786 -1.5422
H 2.9966 2.5077 -0.1917
H 4.0890 3.9084 -0.1069
H 2.3417 1.8854 -2.4484
H 1.9169 3.2635 -3.4600
H 1.3271 4.7271 -0.3723
H -4.3127 3.2061 0.2828
H -3.0679 4.4547 0.2622
H 0.2030 4.5774 2.4174
H -0.2468 4.5820 4.1446
H -0.4081 3.0440 3.2083
H -4.3946 2.0136 -1.4555
H -3.1297 1.6541 -2.6186
H -3.7906 0.4049 0.1263
H -1.9496 -0.7918 0.0846
H -5.2280 -0.3195 -1.5966
H -3.9608 -0.7180 -2.7680
H -3.3736 -2.5277 -1.5925
H -3.9436 -2.0221 -0.1463
H 0.4429 0.9345 -3.1388
H -1.2530 0.6470 -2.7133
C -5.3724 1.8984 3.0409
O -6.6022 1.2534 3.3015
C -6.4866 0.1646 4.2185
C -7.1974 0.4875 5.5208
N -6.4785 1.5130 6.2708
C -7.2189 2.0348 7.4199
C -8.5055 2.8119 7.1366
O -8.2983 4.0463 6.4690
C -8.2487 3.9629 5.0565
H -5.5399 2.6301 2.2473
H -5.0104 2.4300 3.9244
H -4.6187 1.1807 2.7033
H -5.4429 -0.1136 4.3935
H -6.9838 -0.6920 3.7543
H -7.2642 -0.4201 6.1283
H -8.2159 0.8122 5.2745
H -6.2680 2.2851 5.6509
H -6.5369 2.7037 7.9517
H -7.4420 1.2079 8.1012
H -8.9425 3.0699 8.1054
H -9.2582 2.2083 6.6176
H -8.8820 3.1622 4.6660
H -7.2187 3.8299 4.7133
H -8.6048 4.9115 4.6522
C 3.9191 -7.8792 -5.4085
O 4.1904 -7.7622 -4.0221
C 5.4591 -8.2948 -3.6468
C 6.3883 -7.1824 -3.1927
N 6.7982 -6.3475 -4.3184
C 7.5038 -5.1301 -3.9246
C 6.7176 -4.0857 -3.1303
O 5.6692 -3.4668 -3.8662
C 4.4357 -4.1662 -3.8363
H 2.8908 -7.5589 -5.5756
H 4.5799 -7.2342 -5.9966
H 4.0194 -8.9152 -5.7430
H 5.9081 -8.8864 -4.4494
H 5.2823 -8.9657 -2.8013
H 7.2773 -7.6219 -2.7303
H 5.8589 -6.5953 -2.4315
H 5.9759 -6.0831 -4.8463
H 7.8474 -4.6564 -4.8483
H 8.4004 -5.4072 -3.3618
H 7.4165 -3.2814 -2.8802
H 6.3482 -4.4717 -2.1738
H 4.2866 -4.7049 -2.8972
H 4.3616 -4.8544 -4.6810
H 3.6326 -3.4341 -3.9457
```

**Net charge**: +1
**E_LUMO**: -2.8 eV

Atom charges from the Mulliken analysis, given in e for atoms 1 to 6: -0.95 -0.25 -0.46 -0.12 -0.12 -0.49

***

No. 4
Molecular formula: C8H16N
Method: DFT, ωB97M-V with the def2-TZVPD basis set

The geometry in XYZ format:
```
25
Properties=species:S:1:pos:R:3
C -0.7966 0.3256 0.5005
C -0.3532 2.1932 2.2252
C -0.2838 -0.7347 -0.5456
C -1.4920 3.1343 2.0760
C -0.9871 -2.0364 -0.6333
C 1.9405 -0.7813 -0.1007
C 1.1217 -1.4296 -2.4905
C 0.9369 -0.5324 -1.2703
N -0.0408 1.2356 1.3843
H -1.3016 -0.1325 1.2654
H -1.4925 0.7691 -0.1530
H 0.4934 2.2402 2.9096
H -1.8833 2.9297 1.0584
H -1.3043 4.0900 2.4299
H -2.2142 2.8730 2.9240
H -0.4373 -2.9805 -1.0709
H -1.6479 -2.0527 -1.4840
H -1.4867 -2.2005 0.2878
H 1.9624 -1.8546 0.3190
H 1.7997 0.0604 0.6598
H 2.9856 -0.6057 -0.2516
H 0.9425 -2.3850 -2.2649
H 2.1336 -1.4366 -3.0761
H 0.4757 -1.2001 -3.2520
H 0.9295 0.5113 -1.4471
```

**Net charge**: +1
**E_LUMO**: -5.6 eV

Atom charges from the natural (NBO) analysis, given in e for atoms 1 to 6: -0.34 0.20 0.63 -0.70 -0.78 -0.63

***

No. 5
Molecular formula: C5H6ClN3O
Method: DFT, ωB97M-V with the def2-TZVPD basis set

The geometry in XYZ format:
```
16
Properties=species:S:1:pos:R:3
C 1.0959 -1.4024 1.0035
N 0.9286 -0.1844 0.2188
C 1.8715 0.7940 0.2170
N 1.3171 1.9153 -0.2714
C 0.0659 1.6235 -0.6196
C -0.2153 0.3579 -0.2582
N -1.2742 -0.4801 -0.5850
O -1.1069 -1.7156 -0.8883
C -2.4506 0.0101 -0.6330
Cl -2.9520 1.5729 -0.1664
H 1.9542 -1.1793 1.6780
H 0.2657 -1.5455 1.6875
H 1.4303 -2.2272 0.3400
H 2.7901 0.6333 0.5681
H -0.5492 2.4751 -1.1365
H -3.1709 -0.6477 -1.1544
```

**E_LUMO**: 0.2 eV
**Structure (SMILES)**: Cn1cncc1/[N+]([O-])=C\Cl

Atom charges from the natural (NBO) analysis, given in e for atoms 1 to 6: -0.40 -0.30 0.19 -0.45 -0.05 0.15

***

| no. | strongest force on any atom (eV Å⁻¹) | total energy (eV) |
| --- | --- | --- |
| 1 | 3.62 | -27559.252 |
| 2 | 4.08 | -13342.705 |
| 3 | 2.99 | -75188.292 |
| 4 | 4.66 | -10034.070 |
| 5 | 6.03 | -24318.986 |